# C25H47Cl2CrNO3Si2

C25H47Cl2CrNO3Si2 as an isolated structure in a non-equilibrium geometry (ωB97M-V/def2-TZVPD, the OMol25 dataset).

Last column: Löwdin spin population.
Cartesian coordinates (Å):
O1 1.817 -0.310 -0.987  0.073
O2 -1.423 -5.342 -1.074  0.000
C1 1.851 -0.454 -2.505  0.018
C2 3.278 -0.359 -2.978  0.006
H1 1.214 0.351 -2.887  0.004
H2 1.385 -1.422 -2.728  0.001
H3 3.751 0.584 -2.670  0.003
H4 3.317 -0.396 -4.070  0.000
H5 3.845 -1.200 -2.570  0.000
C3 2.262 -1.585 -0.311  0.013
C4 2.189 -2.862 -1.132  0.002
H6 1.604 -1.702 0.553  0.001
H7 3.278 -1.414 0.067  0.001
H8 1.153 -3.066 -1.437  0.000
H9 2.504 -3.714 -0.498  0.001
H10 2.841 -2.819 -2.016  0.000
C5 -1.764 -4.698 0.142  0.000
C6 -2.200 -4.867 -2.167  0.000
C7 -0.792 -5.152 1.214  0.000
H11 -2.795 -4.988 0.412  0.000
H12 -1.714 -3.598 0.061  0.000
H13 -0.749 -6.245 1.261  0.000
H14 -1.116 -4.785 2.187  0.000
H15 0.221 -4.767 1.041  0.000
C8 -1.926 -5.751 -3.368  0.000
H16 -1.946 -3.821 -2.426  0.000
H17 -3.273 -4.902 -1.904  0.000
H18 -0.855 -5.806 -3.595  0.000
H19 -2.451 -5.376 -4.251  0.000
H20 -2.278 -6.768 -3.158  0.000
H21 -3.112 -0.156 1.289  0.000
Cr1 1.588 1.476 -0.386  3.762
C9 -2.885 -0.636 0.352  0.001
Si1 -3.614 0.371 -1.082  0.000
H22 -1.796 -0.728 0.214  0.001
H23 -3.316 -1.650 0.400  0.000
C10 -3.027 -0.262 -2.765  0.000
C11 -3.090 2.160 -0.954  0.000
C12 -5.456 0.113 -0.827  0.000
C13 3.404 1.519 0.688  -0.042
Si2 3.032 0.844 2.403  0.001
H24 3.688 2.598 0.756  0.003
H25 4.247 1.023 0.155  0.005
C14 4.446 -0.321 2.844  0.000
C15 1.450 -0.155 2.593  0.014
C16 2.899 2.256 3.637  0.000
H26 -5.645 -0.933 -0.582  0.000
H27 -6.026 0.379 -1.724  0.000
H28 -5.792 0.729 0.010  0.000
H29 -2.219 0.374 -3.150  0.000
H30 -3.847 -0.233 -3.494  0.000
H31 -2.653 -1.292 -2.715  0.000
H32 -2.137 2.345 -1.477  0.000
H33 -2.953 2.471 0.092  0.000
H34 -3.845 2.830 -1.402  0.000
H35 1.698 -1.146 2.995  0.001
H36 0.902 -0.297 1.649  0.008
H37 0.769 0.328 3.303  0.000
H38 2.977 1.875 4.668  0.000
H39 1.944 2.794 3.536  0.000
H40 3.717 2.971 3.465  0.000
H41 4.589 -0.366 3.933  0.000
H42 5.368 0.054 2.379  0.000
H43 4.252 -1.337 2.469  0.000
Cl1 1.582 6.033 -2.406  0.002
C17 0.984 5.617 -0.882  0.005
C18 0.490 6.585 -0.005  -0.002
C19 -0.076 6.243 1.227  0.007
Cl2 -0.615 7.497 2.280  0.002
C20 -0.233 4.879 1.607  0.001
C21 -0.929 4.451 2.754  0.011
C22 -1.138 3.081 2.919  0.000
C23 -0.608 2.184 1.986  0.017
N1 0.204 2.546 0.969  0.032
C24 0.331 3.891 0.747  0.010
C25 0.990 4.251 -0.487  0.006
O3 1.552 3.331 -1.190  0.034
H44 0.542 7.617 -0.289  0.000
H45 -1.305 5.190 3.444  0.001
H46 -1.701 2.715 3.766  0.000
H47 -0.857 1.121 2.079  0.001

ΔE to the lowest compared entry with this formula, charge and spin (kJ/mol): 0.00
LUMO level (spin up / spin down) (eV): -0.19 / -0.19
E (Ha): -3805.11067
HOMO level (spin up / spin down) (eV): -6.928 / -7.154
Frontier orbital gap (spin up / spin down) (eV): 6.735 / 6.968
Multiplicity: 5
Expectation value of S²: 6.037



# C25H47ClCoINO3Si2

C25H47ClCoINO3Si2 as an isolated structure in a non-equilibrium geometry (ωB97M-V/def2-TZVPD, the OMol25 dataset).

Last column: Löwdin spin population.
Cartesian coordinates (Å):
O1 -1.280 -2.836 -3.750  0.001
O2 -2.315 -0.857 -4.477  0.006
C1 -0.149 -3.676 -3.857  0.000
C2 0.818 -3.596 -2.691  0.000
H1 0.385 -3.356 -4.780  0.000
H2 -0.457 -4.729 -3.991  0.000
H3 0.937 -2.604 -2.249  0.000
H4 1.808 -3.904 -3.033  0.000
H5 0.528 -4.283 -1.886  0.000
C3 -2.040 -2.877 -2.514  0.001
C4 -3.455 -3.348 -2.751  0.000
H6 -2.021 -1.838 -2.129  0.001
H7 -1.539 -3.525 -1.790  0.000
H8 -4.068 -2.629 -3.334  0.000
H9 -3.963 -3.452 -1.777  0.000
H10 -3.485 -4.334 -3.255  0.000
C5 -3.558 -0.147 -4.224  0.001
C6 -2.290 -1.404 -5.806  0.001
C7 -3.598 0.553 -2.894  0.001
H11 -4.363 -0.866 -4.311  0.000
H12 -3.683 0.570 -5.031  0.000
H13 -3.416 -0.116 -2.029  0.000
H14 -4.640 0.941 -2.823  0.000
H15 -2.934 1.443 -2.850  0.001
C8 -3.248 -2.546 -5.960  0.000
H16 -1.273 -1.716 -6.079  0.000
H17 -2.590 -0.607 -6.491  0.000
H18 -3.010 -3.358 -5.255  0.000
H19 -3.171 -2.977 -6.976  0.000
H20 -4.295 -2.221 -5.782  0.000
H21 -1.451 -0.898 -3.891  0.005
Co1 0.592 1.252 -1.559  2.618
C9 -0.408 -0.044 -3.009  0.043
Si1 0.259 0.923 -4.521  0.015
H22 -1.268 0.259 -2.401  0.006
H23 0.121 -0.983 -2.669  0.002
C10 1.138 -0.317 -5.661  0.001
C11 1.541 2.271 -4.151  0.026
C12 -1.067 1.873 -5.500  0.001
C13 2.259 2.320 -1.159  0.087
Si2 3.123 1.960 0.471  0.016
H24 2.078 3.426 -1.265  0.010
H25 2.936 2.072 -1.987  0.019
C14 4.576 3.130 0.730  0.005
C15 3.780 0.206 0.511  0.002
C16 1.913 2.247 1.877  0.001
H26 -0.588 2.768 -5.948  0.000
H27 -1.879 2.241 -4.849  0.000
H28 -1.505 1.285 -6.326  0.000
H29 2.171 -0.449 -5.301  0.000
H30 1.184 0.065 -6.693  0.000
H31 0.665 -1.309 -5.677  0.000
H32 2.500 1.768 -3.907  0.001
H33 1.229 2.949 -3.322  0.008
H34 1.654 2.867 -5.082  0.004
H35 4.105 -0.125 -0.484  0.000
H36 3.010 -0.492 0.864  0.001
H37 4.642 0.147 1.189  0.000
H38 1.449 1.314 2.218  0.001
H39 1.125 2.938 1.560  0.000
H40 2.443 2.697 2.730  0.000
H41 4.968 3.005 1.749  0.001
H42 4.269 4.175 0.609  0.000
H43 5.390 2.926 0.022  0.000
Cl1 -3.455 -0.356 3.640  0.079
C17 -2.202 -0.324 2.465  0.210
C18 -1.220 -1.326 2.509  -0.028
C19 -0.148 -1.359 1.617  0.176
I1 1.271 -2.877 1.843  0.051
C20 -0.112 -0.381 0.572  0.061
O3 0.835 -0.317 -0.315  0.354
C21 -1.130 0.619 0.529  0.076
N1 -0.919 1.574 -0.438  0.044
C22 -1.736 2.656 -0.471  0.052
C23 -2.874 2.757 0.424  -0.018
C24 -3.077 1.751 1.381  0.042
C25 -2.188 0.701 1.471  0.013
H44 -1.273 -2.115 3.277  -0.004
H45 -1.501 3.469 -1.176  0.003
H46 -3.513 3.584 0.312  -0.002
H47 -3.896 1.831 2.049  0.003

ΔE to the lowest compared entry with this formula, charge and spin (kJ/mol): 231.71
LUMO level (spin up / spin down) (eV): -3.95 / -5.74
E (Ha): -3980.54950
HOMO level (spin up / spin down) (eV): -10.020 / -10.446
Charge: +1
Frontier orbital gap (spin up / spin down) (eV): 6.068 / 4.704
Multiplicity: 5
Expectation value of S²: 6.065



# C25H47N3

C25H47N3 in the gas phase (ωB97M-V/def2-TZVPD, the OMol25 dataset).

Last column: Mulliken charge in e.
Cartesian coordinates (Å):
C1 1.914 -0.956 4.431  -0.827
H1 1.242 -0.379 3.805  -0.077
C2 1.791 -2.437 4.098  -0.806
H2 0.773 -2.772 4.309  0.319
H3 2.461 -2.996 4.756  0.336
C3 2.140 -2.792 2.644  0.791
C4 2.374 -4.301 2.553  -1.958
H4 3.081 -4.611 3.320  0.499
H5 2.787 -4.586 1.589  0.381
H6 1.444 -4.843 2.712  0.356
H7 3.076 -2.290 2.383  0.141
C5 1.036 -2.322 1.669  -0.502
N1 0.956 -0.869 1.621  0.351
H8 0.068 -0.606 1.206  0.398
C6 2.009 -0.168 0.908  -1.223
H9 2.974 -0.558 1.236  0.472
C7 1.953 1.333 1.245  0.891
C8 0.650 1.922 0.768  0.441
C9 0.459 2.331 -0.546  -0.112
C10 -0.754 2.859 -0.954  -0.629
C11 -1.818 2.976 -0.071  0.413
C12 -1.633 2.551 1.238  -0.611
C13 -0.418 2.039 1.651  -0.713
H10 -0.292 1.721 2.676  0.325
H11 -2.450 2.626 1.943  0.462
C14 -3.125 3.577 -0.500  -1.788
H12 -3.948 2.977 -0.102  0.460
H13 -3.198 3.573 -1.590  0.380
C15 -3.283 5.021 0.006  0.954
C16 -4.679 5.543 -0.321  -1.599
H14 -5.444 4.920 0.137  0.386
H15 -4.802 6.560 0.046  0.414
H16 -4.840 5.547 -1.398  0.343
C17 -2.218 5.928 -0.604  -1.418
H17 -2.321 6.942 -0.225  0.442
H18 -1.222 5.567 -0.358  0.316
H19 -2.318 5.955 -1.687  0.305
H20 -3.154 5.018 1.094  0.252
H21 -0.874 3.189 -1.976  0.474
H22 1.262 2.248 -1.262  0.319
C18 3.174 2.048 0.667  -1.953
H23 4.076 1.715 1.177  0.467
H24 3.290 1.834 -0.393  0.323
H25 3.081 3.124 0.797  0.461
H26 1.982 1.423 2.335  0.343
H27 1.941 -0.294 -0.184  -0.121
C19 1.168 -2.945 0.262  -1.460
N2 0.191 -2.341 -0.625  0.327
H28 -0.746 -2.517 -0.271  0.338
C20 0.271 -2.741 -2.022  -0.372
H29 1.325 -2.647 -2.309  0.421
C21 -0.510 -1.714 -2.849  -0.934
N3 0.218 -0.461 -2.887  -0.292
H30 0.380 -0.156 -1.930  0.145
C22 -0.486 0.569 -3.617  -0.976
H31 -1.482 0.799 -3.205  0.297
H32 -0.613 0.239 -4.650  0.361
H33 0.113 1.477 -3.617  0.326
H34 -1.523 -1.592 -2.425  0.322
H35 -0.612 -2.063 -3.879  0.445
C23 -0.170 -4.201 -2.292  0.740
C24 0.336 -4.696 -3.645  -1.625
H36 1.415 -4.582 -3.716  0.399
H37 0.092 -5.749 -3.774  0.449
H38 -0.122 -4.141 -4.460  0.305
C25 -1.682 -4.395 -2.187  -1.586
H39 -2.065 -4.014 -1.242  0.363
H40 -1.926 -5.454 -2.245  0.470
H41 -2.195 -3.883 -2.998  0.295
H42 0.303 -4.820 -1.520  0.143
H43 1.053 -4.036 0.337  0.792
H44 2.161 -2.734 -0.146  0.274
H45 0.075 -2.656 2.084  0.408
H46 2.932 -0.613 4.259  0.273
H47 1.667 -0.787 5.477  0.478

ΔE to the lowest compared entry with this formula, charge and spin (kJ/mol): 14.42
LUMO level (eV): 0.79
E (Ha): -1145.06639
HOMO level (eV): -8.390
Frontier orbital gap (eV): 9.178
SMILES: CC[C@@H](C)[C@H](CN[C@H](CNC)C(C)C)NC[C@@H](C)c1ccc(CC(C)C)cc1



Question: Among the records above, which one has the highest ΔE to the lowest compared entry with this formula, charge and spin?
Answer: C25H47ClCoINO3Si2